C35H36As2CrN5O8Se as an isolated structure in a non-equilibrium geometry. Source: the Open Molecules 2025 dataset; level of theory: the ωB97M-V functional and the def2-TZVPD basis.

The spin multiplicity is 4. As for the total charge: +2. The value obtained for the HOMO energy (alpha / beta) is -13.3539 / -13.3758 eV.

Each line ends with the Löwdin charge.
Geometry (Å):
Cr -1.726 -0.214 -0.959  0.864
Se 2.758 4.590 -4.751  1.231
N 1.875 4.694 -3.245  -0.225
C 1.203 3.577 -3.040  -0.322
C 0.368 3.312 -1.901  -0.070
C 0.115 4.220 -0.870  0.065
C -0.714 3.828 0.167  -0.004
C -1.230 2.538 0.181  -0.177
N -0.987 1.646 -0.781  -0.057
C -0.234 2.042 -1.824  -0.139
C -0.103 1.081 -2.873  -0.107
N -0.807 -0.059 -2.709  0.030
C -0.748 -0.971 -3.673  -0.054
C 0.016 -0.813 -4.822  0.014
C 0.756 0.343 -4.997  0.067
C 0.692 1.330 -4.009  -0.048
C 1.370 2.596 -4.074  -0.317
N 2.167 2.973 -5.056  -0.228
H 0.564 5.199 -0.902  0.136
H -0.959 4.502 0.973  0.131
H -1.881 2.207 0.989  0.130
H -1.335 -1.866 -3.520  0.116
H 0.018 -1.594 -5.564  0.127
H 1.365 0.504 -5.871  0.136
C -3.507 -1.846 0.505  -0.049
N -3.038 -1.945 -0.887  -0.340
C -2.593 -3.322 -1.131  -0.067
C -4.160 -1.674 -1.803  -0.146
C -4.516 -0.216 -1.771  -0.243
C -5.807 0.210 -2.046  -0.017
C -6.108 1.561 -2.032  -0.045
C -5.111 2.473 -1.728  -0.057
C -3.829 2.034 -1.439  -0.091
C -3.491 0.682 -1.450  -0.133
H -4.235 -2.637 0.721  0.120
H -3.997 -0.879 0.671  0.105
H -2.662 -1.958 1.196  0.094
H -3.445 -4.010 -1.134  0.115
H -1.891 -3.643 -0.364  0.084
H -2.095 -3.380 -2.098  0.087
H -5.027 -2.293 -1.541  0.145
H -3.841 -1.946 -2.816  0.140
H -6.581 -0.507 -2.271  0.123
H -7.110 1.897 -2.247  0.118
H -5.328 3.530 -1.702  0.115
H -3.087 2.786 -1.216  0.082
C -1.916 -0.933 4.724  -0.016
O -0.938 -0.739 3.700  -0.145
C 0.208 -1.439 3.837  -0.508
O 0.431 -2.190 4.745  0.157
C 1.131 -1.136 2.719  -0.218
C 2.370 -1.633 2.708  -0.232
As 3.821 -1.738 1.304  1.397
C 5.119 -0.636 2.302  -0.272
C 2.805 -0.371 0.338  -0.264
C 1.469 -0.614 0.212  -0.324
As 0.231 0.161 1.465  1.360
C 1.197 1.721 2.162  -0.213
C 0.920 -1.927 -0.091  -0.537
O -0.258 -2.000 -0.475  -0.035
O 1.717 -2.956 0.016  -0.076
C 1.231 -4.272 -0.237  0.019
C 3.218 0.990 -0.010  -0.526
O 2.457 1.784 -0.542  0.084
O 4.513 1.204 0.166  -0.053
C 5.049 2.410 -0.364  -0.008
C 2.803 -2.691 3.695  -0.597
O 2.805 -3.806 3.239  0.124
O 3.269 -2.401 4.880  0.021
C 3.152 -1.109 5.451  -0.026
H -2.823 -0.451 4.373  0.096
H -1.584 -0.480 5.658  0.108
H -2.076 -2.000 4.884  0.105
H 5.458 -1.233 3.151  0.040
H 4.701 0.308 2.649  0.027
H 5.987 -0.426 1.679  0.032
H 2.198 1.440 2.488  0.041
H 0.642 2.122 3.012  0.051
H 1.279 2.492 1.399  0.015
H 2.113 -4.902 -0.319  0.113
H 0.643 -4.280 -1.155  0.099
H 0.627 -4.616 0.603  0.115
H 6.086 2.452 -0.041  0.106
H 4.488 3.270 0.007  0.103
H 4.991 2.396 -1.455  0.105
H 4.023 -0.963 6.089  0.110
H 2.244 -1.069 6.057  0.100
H 3.117 -0.323 4.689  0.085

=====

C35H36BaBrClN10O2S as an isolated structure in a non-equilibrium geometry. Source: the Open Molecules 2025 dataset; level of theory: the ωB97M-V functional and the def2-TZVPD basis.

The value obtained for the HOMO energy is -5.4134 eV.

Each line ends with the Löwdin charge.
Geometry (Å):
Ba 0.775 -0.312 -0.028  1.861
N 7.216 -0.231 -5.054  0.105
C 6.406 -0.266 -3.944  -0.322
C 5.285 -1.100 -3.916  -0.026
C 4.422 -1.064 -2.841  -0.062
C 4.681 -0.217 -1.781  -0.283
C 5.801 0.591 -1.772  -0.057
C 6.657 0.572 -2.853  -0.016
S 3.472 -0.093 -0.492  0.521
O 4.075 0.143 0.789  -0.250
O 2.704 -1.334 -0.544  -0.675
N 2.408 1.019 -0.908  -0.424
C 2.716 2.291 -0.704  -0.511
N 1.684 3.147 -0.610  0.131
C 1.980 4.411 -0.397  -0.149
C 3.281 4.878 -0.279  -0.051
C 4.274 3.920 -0.423  -0.116
N 4.009 2.648 -0.625  0.130
H 7.172 -1.018 -5.681  0.094
H 8.120 0.203 -4.956  0.095
H 5.088 -1.748 -4.757  0.109
H 3.542 -1.686 -2.804  0.107
H 5.955 1.235 -0.922  0.105
H 7.517 1.224 -2.881  0.111
H 1.129 5.081 -0.316  0.102
H 3.503 5.918 -0.102  0.099
H 5.329 4.178 -0.389  0.115
Br -8.042 -1.414 0.015  0.736
C -6.220 -1.944 0.018  -0.683
C -5.887 -3.218 -0.407  -0.124
C -4.563 -3.600 -0.412  -0.023
C -3.560 -2.701 -0.023  -0.284
C -3.917 -1.413 0.385  -0.013
C -5.245 -1.045 0.426  -0.126
N -2.230 -3.044 -0.098  0.118
C -1.850 -4.214 0.219  -0.091
C -0.503 -4.705 0.024  -0.265
C -0.242 -6.063 0.240  -0.013
C 1.041 -6.536 0.032  -0.055
C 2.018 -5.636 -0.367  -0.036
C 1.664 -4.302 -0.549  -0.125
N 0.440 -3.848 -0.370  0.107
H -6.654 -3.910 -0.718  0.103
H -4.288 -4.584 -0.763  0.111
H -3.123 -0.733 0.678  0.101
H -5.531 -0.064 0.770  0.085
H -2.536 -4.938 0.675  0.130
H -1.036 -6.724 0.552  0.112
H 1.272 -7.581 0.177  0.110
H 3.039 -5.951 -0.525  0.107
H 2.393 -3.562 -0.848  0.085
Cl 4.851 4.093 3.588  0.620
C 3.548 2.977 3.376  -0.711
C 2.312 3.444 2.955  -0.140
C 1.280 2.551 2.760  -0.082
C 1.453 1.176 2.982  -0.416
C 0.373 0.237 2.765  -0.301
C 2.711 0.744 3.424  -0.087
C 3.750 1.629 3.620  -0.128
H 2.172 4.500 2.774  0.095
H 0.320 2.908 2.409  0.094
H -0.609 0.666 2.956  0.000
H 0.528 -0.709 3.283  0.004
H 2.872 -0.309 3.616  0.110
H 4.716 1.280 3.945  0.101
C -2.968 2.520 -1.133  -0.178
N -2.417 2.732 0.206  -0.083
C -2.121 4.158 0.343  -0.181
N -3.307 4.990 0.147  -0.089
C -3.844 4.718 -1.182  -0.180
N -4.177 3.308 -1.360  -0.089
C -5.158 2.940 -0.345  -0.177
N -4.662 3.179 1.009  -0.087
C -3.444 2.392 1.189  -0.176
C -4.312 4.593 1.126  -0.178
H -3.206 1.458 -1.259  0.122
H -2.212 2.808 -1.868  0.126
H -1.363 4.430 -0.394  0.115
H -1.723 4.345 1.343  0.124
H -3.105 5.005 -1.933  0.125
H -4.747 5.318 -1.328  0.125
H -5.394 1.877 -0.456  0.111
H -6.071 3.525 -0.495  0.128
H -3.687 1.332 1.092  0.092
H -3.052 2.572 2.194  0.131
H -3.928 4.776 2.134  0.128
H -5.217 5.189 0.973  0.126

=====

C35H36BrNO2P2PtSi as an isolated structure. Source: the Open Molecules 2025 dataset; level of theory: the ωB97M-V functional and the def2-TZVPD basis.

The spin multiplicity is 3. As for the total charge: -2. The value obtained for the HOMO energy (alpha / beta) is -0.0833 / -2.0277 eV.

Each line ends with the Löwdin charge.
Geometry (Å):
Pt 1.016 -0.211 -0.324  0.513
O 0.423 -3.905 -3.515  -0.072
C 0.467 -3.036 -2.625  -0.788
O 1.374 -2.779 -1.802  -0.133
C -0.795 -2.121 -2.538  -0.255
P -0.925 -1.262 -0.933  0.853
C -1.504 -2.602 0.178  -0.314
C -2.763 -2.625 0.776  -0.102
C -3.123 -3.661 1.629  -0.125
C -2.229 -4.688 1.894  -0.118
C -0.965 -4.662 1.315  -0.085
C -0.596 -3.624 0.474  -0.105
C -2.459 -0.276 -1.138  -0.351
C -2.561 0.937 -0.466  -0.096
C -3.724 1.693 -0.548  -0.081
C -4.791 1.254 -1.317  -0.111
C -4.690 0.054 -2.012  -0.105
C -3.533 -0.707 -1.919  -0.097
H -1.679 -2.719 -2.762  0.073
H -0.707 -1.341 -3.302  0.070
H -3.463 -1.819 0.596  0.095
H -4.105 -3.659 2.090  0.090
H -2.509 -5.498 2.558  0.085
H -0.251 -5.447 1.532  0.098
H 0.397 -3.585 0.042  0.074
H -1.695 1.295 0.086  0.044
H -3.787 2.632 -0.009  0.096
H -5.697 1.845 -1.384  0.087
H -5.515 -0.293 -2.623  0.089
H -3.468 -1.646 -2.454  0.095
N 0.390 1.703 0.555  -0.400
P 0.095 2.189 1.970  0.669
C -0.226 4.007 1.990  -0.269
C -0.367 4.618 0.749  -0.077
C -0.620 5.981 0.658  -0.095
C -0.729 6.747 1.811  -0.119
C -0.579 6.146 3.055  -0.108
C -0.326 4.783 3.141  -0.094
C -1.399 1.501 2.791  -0.286
C -1.412 0.119 2.997  -0.086
C -2.569 -0.514 3.427  -0.084
C -3.726 0.220 3.655  -0.104
C -3.725 1.591 3.445  -0.108
C -2.568 2.227 3.010  -0.098
C 1.374 2.017 3.276  -0.297
C 1.105 1.936 4.639  -0.100
C 2.143 1.822 5.555  -0.105
C 3.457 1.786 5.110  -0.111
C 3.731 1.854 3.750  -0.093
C 2.694 1.962 2.837  -0.116
H -0.259 3.990 -0.130  0.082
H -0.726 6.447 -0.315  0.094
H -0.924 7.811 1.742  0.087
H -0.654 6.741 3.958  0.090
H -0.199 4.322 4.114  0.097
H -0.521 -0.464 2.778  0.019
H -2.567 -1.590 3.557  0.094
H -4.633 -0.280 3.977  0.090
H -4.631 2.166 3.600  0.089
H -2.582 3.295 2.825  0.092
H 0.078 1.931 4.986  0.099
H 1.925 1.745 6.615  0.089
H 4.268 1.683 5.823  0.088
H 4.753 1.787 3.399  0.097
H 2.881 1.965 1.769  0.092
Br 1.858 -1.392 1.883  -0.198
C -0.175 1.855 -2.927  -0.245
Si 1.395 0.981 -2.297  0.270
C 2.071 0.039 -3.800  -0.244
C 2.621 2.412 -2.023  -0.266
H 0.049 2.523 -3.767  0.011
H -0.611 2.442 -2.113  -0.006
H -0.934 1.139 -3.257  0.003
H 2.317 0.734 -4.614  0.009
H 1.359 -0.696 -4.181  0.005
H 2.969 -0.517 -3.524  0.018
H 2.698 3.056 -2.908  0.005
H 3.617 2.026 -1.788  0.005
H 2.283 3.011 -1.173  -0.011

=====

C35H37BFeN11O4S as an isolated structure. Source: the Open Molecules 2025 dataset; level of theory: the ωB97M-V functional and the def2-TZVPD basis.

As for the total charge: -1. The value obtained for the HOMO energy is -4.8869 eV.

Each line ends with the Löwdin charge.
Geometry (Å):
Fe -0.381 0.549 -0.371  0.315
C -1.394 -1.898 -3.412  -0.047
C -1.024 -0.471 -3.642  -0.298
C -1.004 0.174 -4.891  0.004
C -0.635 1.472 -4.623  -0.284
C -0.468 2.610 -5.576  -0.032
N -0.437 1.571 -3.294  0.037
N -0.674 0.373 -2.677  0.104
B -0.249 2.873 -2.494  -0.515
N -1.464 3.029 -1.577  0.045
N -1.745 2.022 -0.726  0.021
C -2.926 2.295 -0.170  -0.310
C -3.619 1.438 0.836  -0.038
C -3.413 3.503 -0.696  0.013
C -2.458 3.931 -1.594  -0.274
C -2.445 5.148 -2.458  -0.026
N 1.035 2.776 -1.658  0.043
N 1.309 1.610 -1.030  0.045
C 2.598 1.639 -0.704  -0.307
C 3.353 0.491 -0.122  -0.016
C 3.157 2.861 -1.106  0.011
C 2.133 3.548 -1.723  -0.275
C 2.155 4.888 -2.380  -0.028
H -1.994 -2.255 -4.251  0.088
H -0.501 -2.523 -3.364  0.036
H -1.974 -2.026 -2.497  0.037
H -1.242 -0.252 -5.852  0.101
H -0.678 2.263 -6.587  0.075
H -1.145 3.434 -5.349  0.067
H 0.549 3.007 -5.554  0.079
H -0.170 3.813 -3.232  0.111
H -2.910 0.991 1.526  0.019
H -4.330 2.046 1.396  0.079
H -4.165 0.631 0.345  0.085
H -4.338 3.993 -0.442  0.103
H -3.321 5.757 -2.238  0.075
H -1.553 5.752 -2.286  0.075
H -2.467 4.888 -3.518  0.072
H 3.034 -0.450 -0.566  0.064
H 4.414 0.620 -0.341  0.083
H 3.248 0.413 0.959  0.048
H 4.180 3.179 -0.986  0.103
H 3.106 5.377 -2.173  0.075
H 2.039 4.806 -3.462  0.075
H 1.351 5.524 -2.010  0.078
S -0.247 1.445 1.745  0.749
C 0.588 0.161 2.514  -0.799
N 0.788 0.125 3.787  0.004
N 1.514 -1.001 4.255  -0.028
C 2.914 -0.920 4.236  -0.272
C 3.642 -1.950 4.843  -0.049
C 5.023 -1.941 4.822  -0.111
C 5.715 -0.911 4.190  -0.123
C 4.994 0.111 3.596  -0.099
C 3.604 0.118 3.618  -0.050
N 1.043 -0.951 1.729  0.092
N 0.775 -0.927 0.520  0.000
C 1.210 -2.136 -0.135  -0.220
C 0.566 -2.500 -1.302  -0.007
C 0.928 -3.682 -1.935  -0.062
C 1.947 -4.467 -1.423  -0.084
C 2.608 -4.076 -0.261  -0.082
C 2.236 -2.917 0.393  -0.026
H 1.182 -1.201 5.187  0.120
H 3.104 -2.766 5.313  0.106
H 5.566 -2.752 5.292  0.095
H 6.797 -0.910 4.166  0.089
H 5.512 0.927 3.106  0.100
H 3.058 0.939 3.173  0.098
H -0.240 -1.887 -1.673  0.055
H 0.399 -3.993 -2.826  0.098
H 2.230 -5.384 -1.924  0.098
H 3.412 -4.682 0.137  0.100
H 2.729 -2.602 1.302  0.108
O -2.947 -2.397 -1.067  0.006
C -2.589 -1.788 -0.055  -0.579
O -1.831 -0.783 0.022  -0.106
C -3.076 -2.306 1.297  -0.093
C -2.598 -1.755 2.481  0.008
C -3.027 -2.241 3.705  0.017
C -3.942 -3.280 3.719  -0.156
C -4.438 -3.846 2.555  0.000
C -3.992 -3.351 1.342  -0.002
N -4.405 -3.804 5.012  -0.357
O -4.007 -3.260 6.025  0.061
O -5.236 -4.695 5.003  0.054
H -1.891 -0.936 2.432  0.085
H -2.666 -1.829 4.636  0.117
H -5.150 -4.655 2.615  0.112
H -4.339 -3.764 0.404  0.115

=====

C35H37BrHfNO6Se as an isolated structure. Source: the Open Molecules 2025 dataset; level of theory: the ωB97M-V functional and the def2-TZVPD basis.

As for the total charge: +1. The value obtained for the HOMO energy is -10.4175 eV.

Each line ends with the Löwdin charge.
Geometry (Å):
Hf 0.746 -0.218 0.212  1.645
C -2.761 1.242 -3.598  -0.013
C -1.530 0.549 -3.071  -0.160
C -0.362 1.292 -2.862  -0.184
C -0.407 2.798 -2.938  -0.031
C 0.855 0.633 -2.611  -0.229
C 2.162 1.396 -2.689  -0.030
C 0.861 -0.777 -2.474  -0.283
C 2.156 -1.555 -2.516  -0.067
C -0.349 -1.504 -2.552  -0.197
C -0.292 -3.004 -2.437  -0.012
C -1.545 -0.835 -2.830  -0.170
C -2.848 -1.589 -2.840  -0.026
H -3.357 1.701 -2.803  0.080
H -3.405 0.551 -4.137  0.085
H -2.488 2.033 -4.295  0.091
H -1.415 3.176 -2.780  0.070
H -0.063 3.170 -3.907  0.106
H 0.226 3.240 -2.171  0.085
H 2.773 1.307 -1.789  0.039
H 2.005 2.450 -2.885  0.073
H 2.767 0.999 -3.507  0.103
H 3.009 -0.901 -2.418  0.030
H 2.222 -2.082 -3.472  0.111
H 2.234 -2.312 -1.732  0.080
H 0.168 -3.318 -1.499  0.081
H 0.316 -3.419 -3.246  0.098
H -1.271 -3.465 -2.498  0.075
H -2.886 -2.289 -2.006  0.087
H -2.986 -2.164 -3.759  0.104
H -3.699 -0.920 -2.735  0.069
O 1.109 2.889 3.642  0.180
C 0.973 1.906 2.773  -0.449
O 1.531 1.866 1.700  -0.007
C 0.061 0.819 3.223  -0.144
C -0.744 0.852 4.346  0.057
C -1.590 -0.233 4.580  0.018
C -1.575 -1.320 3.721  0.064
C -0.687 -1.287 2.661  -0.161
N 0.077 -0.234 2.407  0.068
C -0.554 -2.411 1.646  -0.544
O -1.220 -3.403 1.694  0.161
O 0.379 -2.135 0.751  -0.188
H 1.716 3.555 3.278  0.160
H -0.719 1.707 5.006  0.133
H -2.257 -0.220 5.433  0.127
H -2.209 -2.186 3.849  0.140
Br -4.120 5.573 -0.639  0.783
C -4.091 3.697 -0.436  -0.675
C -5.276 2.976 -0.501  -0.098
C -5.256 1.597 -0.352  -0.046
C -4.057 0.933 -0.154  -0.010
C -2.876 1.668 -0.099  -0.144
C -2.884 3.053 -0.231  -0.067
C -1.594 0.962 0.034  -0.538
O -0.489 1.600 0.150  -0.102
O -1.525 -0.299 0.036  -0.046
H -6.211 3.495 -0.666  0.111
H -6.184 1.042 -0.404  0.117
H -4.023 -0.143 -0.050  0.125
H -1.955 3.606 -0.190  0.117
C 5.908 -5.962 0.938  -0.043
C 5.289 -4.596 0.856  -0.259
C 4.392 -4.151 1.815  -0.007
C 3.799 -2.894 1.748  -0.291
C 2.956 -2.436 2.906  -0.070
C 4.081 -2.079 0.646  -0.473
Se 3.316 -0.296 0.568  0.775
C 5.063 -2.456 -0.283  -0.294
C 5.592 -1.547 -1.359  -0.068
C 5.634 -3.718 -0.163  -0.011
H 5.642 -6.460 1.869  0.077
H 6.996 -5.906 0.881  0.085
H 5.569 -6.592 0.113  0.086
H 4.163 -4.787 2.664  0.118
H 3.038 -3.141 3.732  0.084
H 1.906 -2.360 2.630  0.042
H 3.274 -1.454 3.260  0.069
H 5.614 -0.505 -1.043  0.053
H 4.996 -1.606 -2.269  0.068
H 6.606 -1.842 -1.626  0.084
H 6.394 -4.008 -0.881  0.125